Entry from the Open Molecules 2025 dataset: a cluster of 3 separate species, C36H67ClN2O7S in total at a distorted geometry (ωB97M-V with the def2-TZVPD basis set).

Last columns: bonded neighbours and bond lengths (Å).
Positions of all 114 atoms, in Å:
1 C 4.563 -5.176 -1.883  C2 1.418, H26 1.191
2 C 4.551 -3.830 -2.331  C1 1.418, C3 1.670
3 C 4.393 -2.190 -2.602  C2 1.670, C4 1.672, H27 1.170, H28 1.181
4 C 4.730 -1.424 -1.155  C3 1.672, Cl5 1.863, O6 1.471, C11 1.639
5 Cl 3.442 -2.190 -0.049  C4 1.863
6 O 6.116 -1.804 -0.842  C4 1.471, S7 1.732
7 S 7.150 -0.767 -1.766  O6 1.732, O8 1.548, O9 1.576, O10 1.710
8 O 7.718 -1.463 -3.026  S7 1.548
9 O 8.264 -0.314 -0.747  S7 1.576
10 O 5.979 0.392 -2.222  S7 1.710, C11 1.496
11 C 4.793 0.205 -1.330  C4 1.639, O10 1.496, C12 1.640, H29 1.171
12 C 5.189 1.162 -0.059  C11 1.640, C13 1.639, H30 1.178, H31 1.194
13 C 4.351 0.872 1.320  C12 1.639, C14 1.672, H32 1.181, H33 1.170
14 C 4.036 2.334 2.068  C13 1.672, C15 1.668, H34 1.182, H35 1.188
15 C 2.511 2.892 1.686  C14 1.668, C16 1.645, H36 1.189, H37 1.182
16 C 2.341 3.262 0.092  C15 1.645, C17 1.665, H38 1.173, H39 1.191
17 C 0.867 3.946 -0.273  C16 1.665, C18 1.673, H40 1.171, H41 1.179
18 C -0.156 2.702 -0.724  C17 1.673, C19 1.645, H42 1.192, H43 1.176
19 C -0.499 2.701 -2.332  C18 1.645, C20 1.649, H44 1.193, H45 1.192
20 C -1.553 1.521 -2.800  C19 1.649, C21 1.640, H46 1.172, H47 1.187
21 C -1.717 0.407 -1.608  C20 1.640, C22 1.672, H48 1.194, H49 1.187
22 C -2.614 -0.928 -2.067  C21 1.672, C23 1.641, H50 1.170, H51 1.177
23 C -2.541 -1.967 -0.798  C22 1.641, O24 1.475, H52 1.188, H53 1.194
24 O -3.462 -3.116 -0.884  C23 1.475, C25 1.501
25 C -3.468 -3.654 0.517  O24 1.501, H54 1.173, H55 1.194, H56 1.171
26 H 4.642 -6.148 -1.199  C1 1.191
27 H 5.084 -1.840 -3.478  C3 1.170
28 H 3.281 -1.996 -2.951  C3 1.181
29 H 3.896 0.688 -1.907  C11 1.171
30 H 6.338 1.188 0.201  C12 1.178
31 H 4.915 2.277 -0.384  C12 1.194
32 H 5.064 0.291 2.061  C13 1.181
33 H 3.305 0.369 1.173  C13 1.170
34 H 4.883 3.117 1.810  C14 1.182
35 H 4.118 2.107 3.231  C14 1.188
36 H 1.731 2.082 2.073  C15 1.189
37 H 2.303 3.864 2.325  C15 1.182
38 H 3.195 4.003 -0.217  C16 1.173
39 H 2.518 2.262 -0.532  C16 1.191
40 H 0.973 4.770 -1.098  C17 1.171
41 H 0.433 4.343 0.748  C17 1.179
42 H 0.404 1.716 -0.355  C18 1.192
43 H -1.172 2.891 -0.163  C18 1.176
44 H 0.519 2.648 -2.952  C19 1.193
45 H -1.029 3.732 -2.609  C19 1.192
46 H -2.598 2.014 -2.994  C20 1.172
47 H -1.121 1.020 -3.785  C20 1.187
48 H -0.681 -0.048 -1.227  C21 1.194
49 H -2.243 0.819 -0.626  C21 1.187
50 H -3.685 -0.527 -2.317  C22 1.170
51 H -2.093 -1.322 -3.045  C22 1.177
52 H -1.407 -2.312 -0.716  C23 1.188
53 H -2.889 -1.343 0.158  C23 1.194
54 H -4.262 -3.112 1.189  C25 1.173
55 H -2.399 -3.351 0.953  C25 1.194
56 H -3.508 -4.823 0.559  C25 1.171
57 C 1.129 8.071 7.045  C58 1.554, H68 1.091, H69 1.096, H70 1.098
58 C 0.863 7.252 5.751  C57 1.554, C59 1.551, N63 1.504, C67 1.565
59 C -0.664 7.069 5.553  C58 1.551, C60 1.528, H71 1.099, H72 1.099
60 C -1.285 6.053 6.512  C59 1.528, C61 1.525, H73 1.095, H74 1.095
61 C -0.536 4.726 6.463  C60 1.525, C62 1.551, H75 1.097, H76 1.098
62 C 0.993 4.873 6.679  C61 1.551, N63 1.501, C65 1.552, C66 1.565
63 N 1.600 5.942 5.817  C58 1.504, C62 1.501, O64 1.407
64 O 1.680 5.435 4.508  N63 1.407
65 C 1.286 5.169 8.174  C62 1.552, H77 1.096, H78 1.098, H79 1.088
66 C 1.658 3.474 6.459  C62 1.565, H80 1.095, H81 1.097, H82 1.097
67 C 1.397 8.184 4.614  C58 1.565, H83 1.097, H84 1.097, H85 1.095
68 H 0.435 7.838 7.854  C57 1.091
69 H 2.153 7.924 7.408  C57 1.096
70 H 1.011 9.149 6.872  C57 1.098
71 H -0.873 6.742 4.525  C59 1.099
72 H -1.180 8.032 5.674  C59 1.099
73 H -1.294 6.447 7.534  C60 1.095
74 H -2.333 5.890 6.240  C60 1.095
75 H -0.961 4.050 7.217  C61 1.097
76 H -0.733 4.254 5.491  C61 1.098
77 H 2.351 5.373 8.334  C65 1.096
78 H 1.024 4.309 8.804  C65 1.098
79 H 0.714 6.001 8.580  C65 1.088
80 H 1.451 3.056 5.468  C66 1.095
81 H 1.279 2.741 7.183  C66 1.097
82 H 2.746 3.529 6.589  C66 1.097
83 H 2.478 8.345 4.712  C67 1.097
84 H 0.912 9.168 4.652  C67 1.097
85 H 1.198 7.789 3.612  C67 1.095
86 C -2.789 -8.380 -4.685  C87 1.554, H97 1.091, H98 1.096, H99 1.098
87 C -4.136 -7.816 -5.216  C86 1.554, C88 1.551, N92 1.504, C96 1.565
88 C -3.940 -7.252 -6.647  C87 1.551, C89 1.528, H100 1.099, H101 1.099
89 C -3.191 -5.921 -6.678  C88 1.528, C90 1.525, H102 1.095, H103 1.095
90 C -3.839 -4.905 -5.744  C89 1.525, C91 1.551, H104 1.097, H105 1.098
91 C -4.031 -5.433 -4.298  C90 1.551, N92 1.501, C94 1.552, C95 1.565
92 N -4.672 -6.789 -4.256  C87 1.504, C91 1.501, O93 1.407
93 O -6.039 -6.620 -4.537  N92 1.407
94 C -2.662 -5.472 -3.568  C91 1.552, H106 1.096, H107 1.098, H108 1.088
95 C -4.833 -4.363 -3.486  C91 1.565, H109 1.095, H110 1.097, H111 1.097
96 C -5.049 -9.084 -5.309  C87 1.565, H112 1.097, H113 1.097, H114 1.095
97 H -1.923 -7.791 -4.992  C86 1.091
98 H -2.790 -8.457 -3.591  C86 1.096
99 H -2.594 -9.390 -5.068  C86 1.098
100 H -4.916 -7.108 -7.130  C88 1.099
101 H -3.399 -7.979 -7.269  C88 1.099
102 H -2.139 -6.066 -6.409  C89 1.095
103 H -3.191 -5.528 -7.700  C89 1.095
104 H -3.232 -3.991 -5.735  C90 1.097
105 H -4.811 -4.617 -6.168  C90 1.098
106 H -2.755 -5.933 -2.577  C94 1.096
107 H -2.267 -4.459 -3.417  C94 1.098
108 H -1.883 -5.999 -4.117  C94 1.088
109 H -5.803 -4.126 -3.936  C95 1.095
110 H -4.283 -3.415 -3.434  C95 1.097
111 H -5.005 -4.697 -2.455  C95 1.097
112 H -5.217 -9.522 -4.317  C96 1.097
113 H -4.587 -9.856 -5.936  C96 1.097
114 H -6.024 -8.874 -5.761  C96 1.095

Its max |F| is 10.026 eV/A. Its spin multiplicity is 3. The value obtained for the HOMO energy (alpha / beta) is -0.328 / -0.349 hartree. The calculation puts the energy above the lowest of the compared OMol25 structures with the same formula, charge and spin at 480.8 kJ/mol. As for the charge: 0.

---

Entry from the Open Molecules 2025 dataset: a cluster of 10 separate species, C57H72NO29PSSi in total at a distorted geometry (ωB97M-V with the def2-TZVPD basis set).

Last columns: bonded neighbours and bond lengths (Å).
Positions of all 162 atoms, in Å:
1 C 3.514 -4.024 1.306  Si2 1.887, H37 1.087, H38 1.089, H39 1.087
2 Si 2.200 -2.904 0.545  C1 1.887, C3 1.896, C4 1.881, C31 1.888
3 C 0.545 -3.771 0.868  Si2 1.896, H40 1.089, H41 1.086, H42 1.090
4 C 2.112 -1.247 1.432  Si2 1.881, C5 1.554, H43 1.091, H44 1.092
5 C 3.112 -0.173 0.918  C4 1.554, C6 1.524, H45 1.088, H46 1.091
6 C 2.445 0.892 0.056  C5 1.524, C7 1.530, H47 1.091, H48 1.091
7 C 3.328 2.137 -0.058  C6 1.530, C8 1.531, H49 1.092, H50 1.089
8 C 2.801 3.188 -1.038  C7 1.531, C9 1.539, H51 1.090, H52 1.089
9 C 1.337 3.606 -0.810  C8 1.539, C10 1.549, H53 1.086, H54 1.089
10 C 0.517 3.725 -2.119  C9 1.549, C11 1.540, H55 1.086, H56 1.086
11 C -0.772 2.883 -2.106  C10 1.540, N12 1.492, H57 1.093, H58 1.087
12 N -2.012 3.710 -2.183  C11 1.492, C13 1.443, C29 1.428
13 C -2.479 3.980 -0.846  N12 1.443, O14 1.182, C15 1.489
14 O -2.143 4.891 -0.171  C13 1.182
15 C -3.485 2.920 -0.559  C13 1.489, C16 1.382, C28 1.372
16 C -4.060 2.475 0.615  C15 1.382, C17 1.400, H59 1.082
17 C -5.002 1.441 0.579  C16 1.400, P18 1.822, C20 1.414
18 P -5.619 0.937 2.218  C17 1.822, S19 1.938, H60 1.405, H61 1.407
19 S -5.348 -0.909 2.739  P18 1.938
20 C -5.413 0.852 -0.639  C17 1.414, C21 1.492, C27 1.406
21 C -6.405 -0.249 -0.814  C20 1.492, C22 1.393, C26 1.403
22 C -7.509 -0.465 0.007  C21 1.393, C23 1.389, H62 1.076
23 C -8.410 -1.491 -0.249  C22 1.389, C24 1.390, H63 1.079
24 C -8.240 -2.331 -1.343  C23 1.390, C25 1.389, H64 1.078
25 C -7.146 -2.120 -2.173  C24 1.389, C26 1.384, H65 1.080
26 C -6.241 -1.107 -1.911  C21 1.403, C25 1.384, H66 1.076
27 C -4.813 1.331 -1.816  C20 1.406, C28 1.374, H67 1.076
28 C -3.868 2.325 -1.734  C15 1.372, C27 1.374, C29 1.499
29 C -3.059 2.973 -2.817  N12 1.428, C28 1.499, O30 1.190
30 O -3.219 2.887 -3.993  C29 1.190
31 C 2.404 -2.766 -1.327  Si2 1.888, C32 1.402, C36 1.400
32 C 3.463 -2.088 -1.947  C31 1.402, C33 1.386, H68 1.081
33 C 3.570 -2.036 -3.328  C32 1.386, C34 1.392, H69 1.081
34 C 2.651 -2.667 -4.162  C33 1.392, C35 1.391, H70 1.079
35 C 1.595 -3.344 -3.560  C34 1.391, C36 1.394, H71 1.082
36 C 1.478 -3.389 -2.172  C31 1.400, C35 1.394, H72 1.080
37 H 4.416 -3.462 1.536  C1 1.087
38 H 3.075 -4.389 2.233  C1 1.089
39 H 3.723 -4.853 0.635  C1 1.087
40 H 0.207 -3.482 1.862  C3 1.089
41 H 0.623 -4.851 0.782  C3 1.086
42 H -0.198 -3.392 0.167  C3 1.090
43 H 2.297 -1.408 2.495  C4 1.091
44 H 1.095 -0.862 1.339  C4 1.092
45 H 3.958 -0.628 0.407  C5 1.088
46 H 3.528 0.329 1.793  C5 1.091
47 H 2.174 0.494 -0.924  C6 1.091
48 H 1.538 1.181 0.589  C6 1.091
49 H 4.300 1.807 -0.431  C7 1.092
50 H 3.484 2.557 0.935  C7 1.089
51 H 2.969 2.830 -2.053  C8 1.090
52 H 3.429 4.072 -0.933  C8 1.089
53 H 0.832 2.974 -0.086  C9 1.086
54 H 1.360 4.603 -0.373  C9 1.089
55 H 0.224 4.758 -2.275  C10 1.086
56 H 1.152 3.418 -2.944  C10 1.086
57 H -0.797 2.262 -1.207  C11 1.093
58 H -0.753 2.203 -2.953  C11 1.087
59 H -3.755 2.913 1.556  C16 1.082
60 H -4.947 1.800 3.100  P18 1.405
61 H -6.952 1.385 2.265  P18 1.407
62 H -7.714 0.178 0.846  C22 1.076
63 H -9.258 -1.644 0.401  C23 1.079
64 H -8.965 -3.103 -1.545  C24 1.078
65 H -7.025 -2.750 -3.042  C25 1.080
66 H -5.412 -0.991 -2.588  C26 1.076
67 H -5.078 0.940 -2.783  C27 1.076
68 H 4.229 -1.602 -1.361  C32 1.081
69 H 4.385 -1.497 -3.793  C33 1.081
70 H 2.748 -2.619 -5.235  C34 1.079
71 H 0.857 -3.849 -4.169  C35 1.082
72 H 0.644 -3.953 -1.781  C36 1.080
73 O -1.937 4.905 -9.955  C74 1.188
74 C -2.081 5.056 -8.785  O73 1.188, O75 1.353, O78 1.358
75 O -2.566 6.180 -8.208  C74 1.353, C76 1.433
76 C -2.815 5.899 -6.826  O75 1.433, C77 1.511, H79 1.087, H80 1.092
77 C -1.884 4.739 -6.562  C76 1.511, O78 1.435, H81 1.091, H82 1.086
78 O -1.785 4.116 -7.851  C74 1.358, C77 1.435
79 H -2.602 6.769 -6.210  C76 1.087
80 H -3.865 5.627 -6.708  C76 1.092
81 H -0.888 5.062 -6.253  C77 1.091
82 H -2.280 4.041 -5.830  C77 1.086
83 O 6.770 1.644 -2.421  C84 1.186
84 C 6.907 1.257 -3.534  O83 1.186, O85 1.357, O88 1.358
85 O 7.188 2.053 -4.596  C84 1.357, C86 1.429
86 C 7.502 1.216 -5.711  O85 1.429, C87 1.512, H89 1.087, H90 1.091
87 C 6.799 -0.074 -5.349  C86 1.512, O88 1.431, H91 1.092, H92 1.087
88 O 6.801 -0.041 -3.918  C84 1.358, C87 1.431
89 H 7.139 1.657 -6.636  C86 1.087
90 H 8.585 1.099 -5.772  C86 1.091
91 H 5.765 -0.096 -5.699  C87 1.092
92 H 7.316 -0.958 -5.712  C87 1.087
93 O 5.062 -2.460 4.967  C94 1.190
94 C 4.018 -2.308 5.518  O93 1.190, O95 1.347, O98 1.356
95 O 3.037 -3.230 5.572  C94 1.347, C96 1.436
96 C 2.045 -2.774 6.505  O95 1.436, C97 1.514, H99 1.087, H100 1.095
97 C 2.264 -1.276 6.491  C96 1.514, O98 1.433, H101 1.093, H102 1.087
98 O 3.656 -1.175 6.169  C94 1.356, C97 1.433
99 H 1.049 -3.059 6.175  C96 1.087
100 H 2.244 -3.228 7.480  C96 1.095
101 H 1.687 -0.767 5.715  C97 1.093
102 H 2.059 -0.807 7.450  C97 1.087
103 O 8.252 -4.093 -0.767  C104 1.187
104 C 8.084 -4.208 0.403  O103 1.187, O105 1.354, O108 1.358
105 O 7.541 -3.260 1.203  C104 1.354, C106 1.433
106 C 7.296 -3.848 2.487  O105 1.433, C107 1.512, H109 1.087, H110 1.090
107 C 8.282 -4.994 2.511  C106 1.512, O108 1.431, H111 1.092, H112 1.087
108 O 8.415 -5.311 1.122  C104 1.358, C107 1.431
109 H 7.463 -3.124 3.281  C106 1.087
110 H 6.260 -4.183 2.531  C106 1.090
111 H 9.259 -4.698 2.900  C107 1.092
112 H 7.924 -5.854 3.071  C107 1.087
113 O -6.493 9.710 1.582  C114 1.186
114 C -5.519 9.081 1.336  O113 1.186, O115 1.357, O118 1.357
115 O -5.487 7.986 0.534  C114 1.357, C116 1.431
116 C -4.117 7.646 0.297  O115 1.431, C117 1.512, H119 1.086, H120 1.092
117 C -3.421 8.258 1.492  C116 1.512, O118 1.431, H121 1.091, H122 1.087
118 O -4.280 9.355 1.817  C114 1.357, C117 1.431
119 H -3.991 6.569 0.239  C116 1.086
120 H -3.801 8.095 -0.646  C116 1.092
121 H -3.378 7.578 2.344  C117 1.091
122 H -2.417 8.609 1.269  C117 1.087
123 O 2.637 -4.926 8.494  C124 1.192
124 C 2.456 -4.992 9.671  O123 1.192, O125 1.350, O128 1.350
125 O 1.904 -4.004 10.408  C124 1.350, C126 1.433
126 C 1.643 -4.521 11.719  O125 1.433, C127 1.512, H129 1.081, H130 1.090
127 C 2.626 -5.666 11.813  C126 1.512, O128 1.435, H131 1.092, H132 1.087
128 O 2.777 -6.053 10.440  C124 1.350, C127 1.435
129 H 1.801 -3.759 12.470  C126 1.081
130 H 0.606 -4.856 11.765  C126 1.090
131 H 3.600 -5.351 12.194  C127 1.092
132 H 2.263 -6.497 12.410  C127 1.087
133 O -6.689 -0.036 -8.574  C134 1.188
134 C -5.711 0.615 -8.749  O133 1.188, O135 1.355, O138 1.357
135 O -5.701 1.897 -9.189  C134 1.355, C136 1.433
136 C -4.367 2.401 -9.047  O135 1.433, C137 1.510, H139 1.087, H140 1.092
137 C -3.535 1.141 -9.063  C136 1.510, O138 1.433, H141 1.091, H142 1.087
138 O -4.447 0.172 -8.530  C134 1.357, C137 1.433
139 H -4.123 3.078 -9.862  C136 1.087
140 H -4.292 2.938 -8.100  C136 1.092
141 H -3.249 0.841 -10.072  C137 1.091
142 H -2.643 1.213 -8.447  C137 1.087
143 O -4.608 -5.072 -3.754  C144 1.186
144 C -4.910 -4.663 -4.826  O143 1.186, O145 1.358, O148 1.355
145 O -5.711 -3.587 -5.041  C144 1.358, C146 1.435
146 C -5.655 -3.263 -6.438  O145 1.435, C147 1.513, H149 1.087, H150 1.091
147 C -5.251 -4.584 -7.057  C146 1.513, O148 1.431, H151 1.091, H152 1.087
148 O -4.507 -5.201 -6.002  C144 1.355, C147 1.431
149 H -6.619 -2.904 -6.787  C146 1.087
150 H -4.908 -2.482 -6.590  C146 1.091
151 H -6.109 -5.213 -7.298  C147 1.091
152 H -4.633 -4.469 -7.944  C147 1.087
153 O 0.479 -1.777 12.253  C154 1.188
154 C 1.413 -1.045 12.205  O153 1.188, O155 1.351, O158 1.357
155 O 1.343 0.282 11.962  C154 1.351, C156 1.432
156 C 2.634 0.852 12.206  O155 1.432, C157 1.514, H159 1.087, H160 1.091
157 C 3.551 -0.338 12.024  C156 1.514, O158 1.432, H161 1.091, H162 1.087
158 O 2.702 -1.432 12.385  C154 1.357, C157 1.432
159 H 2.834 1.659 11.506  C156 1.087
160 H 2.656 1.247 13.223  C156 1.091
161 H 3.870 -0.468 10.988  C157 1.091
162 H 4.428 -0.306 12.665  C157 1.087

Its max |F| is 1.617 eV/A. Its SMILES is C[Si](C)(CCCCCCCCN1C(=O)c2cc([PH2]=S)c(-c3ccccc3)cc2C1=O)c1ccccc1.O=C1OCCO1.O=C1OCCO1.O=C1OCCO1.O=C1OCCO1.O=C1OCCO1.O=C1OCCO1.O=C1OCCO1.O=C1OCCO1.O=C1OCCO1. The value obtained for the HOMO energy is -0.326 hartree. As for the charge: 0.

---

Which of these has the lowest max |F|? C57H72NO29PSSi